*w*
Formula: C30H37BBr2N3O6PS2SeTi
Source: the OMol25 dataset
Level of theory: the ωB97M-V functional and the def2-TZVPD basis

Results
LUMO level (spin up / spin down)   2.30 / 2.28 eV
Net charge   -1
2S+1   2
Highest occupied orbital energy (spin up / spin down)   -3.6 / -3.7 eV
⟨S²⟩   0.757
Kohn-Sham gap (spin up / spin down)   5.9 / 6.0 eV

Last column: Löwdin spin population.
Positions of all 84 atoms, in Å:
Ti: -0.290 -1.027 0.521  0.92
C: 2.757 -3.483 3.253  0.00
C: 2.088 -2.435 2.385  0.00
S: 0.449 -2.840 1.869  0.00
C: 2.667 -1.265 2.082  0.00
C: 4.010 -0.848 2.622  0.00
S: 1.904 -0.058 1.043  0.00
H: 2.174 -4.402 3.236  0.00
H: 2.835 -3.156 4.295  0.00
H: 3.765 -3.721 2.903  0.00
H: 4.518 -1.660 3.144  0.00
H: 3.891 -0.015 3.321  0.00
H: 4.658 -0.489 1.817  0.00
Br: -1.776 -1.362 -4.449  0.00
C: -2.671 -2.004 -2.911  0.00
C: -3.929 -2.602 -3.075  0.00
C: -4.628 -3.073 -2.002  0.01
Br: -6.319 -3.893 -2.293  0.00
C: -4.105 -2.959 -0.693  0.00
C: -4.715 -3.425 0.490  0.01
C: -4.079 -3.259 1.687  0.00
C: -2.841 -2.605 1.735  0.02
N: -2.256 -2.142 0.654  0.00
C: -2.850 -2.332 -0.552  0.00
C: -2.075 -1.853 -1.664  0.00
O: -0.910 -1.350 -1.437  0.01
H: -4.338 -2.694 -4.071  0.00
H: -5.675 -3.920 0.432  0.00
H: -4.519 -3.623 2.605  0.00
H: -2.318 -2.452 2.668  0.00
C: 0.947 4.809 0.377  0.00
C: 0.449 3.383 0.441  0.00
O: 0.086 2.982 -0.897  0.00
P: -0.148 1.394 -1.224  0.01
O: -1.243 1.606 -2.405  0.00
C: -2.614 1.657 -2.008  0.00
C: -3.249 2.920 -2.547  0.00
O: 1.130 1.055 -2.143  0.00
C: 1.699 2.043 -3.017  0.00
C: 2.926 2.657 -2.377  0.00
H: 1.140 5.180 1.386  0.00
H: 0.201 5.451 -0.094  0.00
H: 1.873 4.878 -0.196  0.00
H: -0.424 3.309 1.084  0.00
H: 1.211 2.715 0.846  0.00
H: -2.699 1.625 -0.915  0.00
H: -3.111 0.767 -2.401  0.00
H: -2.755 3.797 -2.128  0.00
H: -4.310 2.951 -2.290  0.00
H: -3.152 2.952 -3.633  0.00
H: 0.956 2.802 -3.261  0.00
H: 1.962 1.520 -3.939  0.00
H: 2.639 3.257 -1.515  0.00
H: 3.455 3.293 -3.093  0.00
H: 3.598 1.868 -2.039  0.00
O: -0.929 1.656 2.580  0.00
B: -1.292 0.345 2.169  0.00
O: -2.393 -0.035 2.997  0.00
C: -2.656 1.000 3.843  0.00
C: -3.626 1.105 4.815  0.00
C: -3.675 2.301 5.538  0.00
C: -2.780 3.333 5.282  0.00
C: -1.800 3.212 4.292  0.00
C: -1.765 2.030 3.588  0.00
H: -4.316 0.294 5.005  0.00
H: -4.424 2.424 6.310  0.00
H: -2.841 4.247 5.860  0.00
H: -1.094 4.006 4.087  0.00
C: 1.785 -1.046 -3.960  0.00
N: 3.005 -1.241 -3.205  0.00
C: 4.126 -0.431 -3.233  0.00
C: 4.963 -0.877 -2.278  0.00
N: 4.345 -1.952 -1.669  0.00
C: 4.837 -2.723 -0.545  0.00
C: 3.140 -2.193 -2.247  0.00
Se: 1.960 -3.486 -1.752  0.00
H: 2.016 -0.520 -4.886  0.00
H: 1.063 -0.483 -3.369  0.00
H: 1.350 -2.019 -4.176  0.00
H: 4.218 0.396 -3.915  0.00
H: 5.926 -0.516 -1.965  0.00
H: 5.801 -2.318 -0.240  0.00
H: 4.941 -3.769 -0.832  0.00
H: 4.125 -2.666 0.276  0.00

*x*
Formula: C30H37BBr2N3O6PS2SeTi
Source: the OMol25 dataset
Level of theory: the ωB97M-V functional and the def2-TZVPD basis

Results
LUMO level (spin up / spin down)   2.51 / 2.48 eV
Net charge   -1
2S+1   2
Highest occupied orbital energy (spin up / spin down)   -2.5 / -4.4 eV
⟨S²⟩   0.787
Kohn-Sham gap (spin up / spin down)   5.1 / 6.9 eV

Last column: Löwdin spin population.
Positions of all 84 atoms, in Å:
Ti: 0.356 -0.219 0.410  0.26
C: -2.675 1.094 3.469  0.00
C: -1.378 0.520 2.965  0.00
S: -1.499 -0.842 1.842  -0.01
C: -0.179 1.042 3.266  0.00
C: 0.021 2.246 4.141  0.00
S: 1.304 0.386 2.553  0.00
H: -3.488 0.388 3.317  0.00
H: -2.938 2.009 2.925  0.00
H: -2.633 1.344 4.531  0.00
H: -0.831 2.428 4.796  0.00
H: 0.176 3.138 3.527  0.00
H: 0.913 2.123 4.757  0.00
Br: 1.958 1.643 -3.953  0.01
C: 0.892 0.114 -3.638  0.04
C: 0.351 -0.593 -4.708  0.02
C: -0.408 -1.717 -4.462  0.05
Br: -1.130 -2.645 -5.962  0.00
C: -0.654 -2.200 -3.165  0.02
C: -1.365 -3.386 -2.822  0.23
C: -1.422 -3.752 -1.484  0.03
C: -0.875 -2.970 -0.492  0.17
N: -0.247 -1.789 -0.767  0.10
C: -0.101 -1.456 -2.101  0.03
C: 0.667 -0.299 -2.336  0.03
O: 1.137 0.332 -1.261  -0.02
H: 0.527 -0.259 -5.720  0.00
H: -1.841 -3.976 -3.590  0.02
H: -1.921 -4.670 -1.195  0.00
H: -0.938 -3.240 0.554  0.01
C: 5.205 -3.353 -2.453  0.00
C: 4.135 -3.357 -1.385  0.00
O: 3.905 -2.003 -0.987  0.00
P: 2.898 -1.683 0.248  0.00
O: 3.364 -0.166 0.483  0.00
C: 4.695 0.237 0.827  0.00
C: 5.041 1.452 -0.001  0.00
O: 3.667 -2.528 1.405  0.00
C: 2.918 -2.973 2.551  0.00
C: 3.539 -2.410 3.807  0.00
H: 5.546 -4.370 -2.652  0.00
H: 6.058 -2.760 -2.122  0.00
H: 4.831 -2.922 -3.380  0.00
H: 4.443 -3.945 -0.517  0.00
H: 3.202 -3.780 -1.774  0.00
H: 5.391 -0.585 0.646  0.00
H: 4.694 0.466 1.896  0.00
H: 4.992 1.211 -1.062  0.00
H: 6.046 1.805 0.240  0.00
H: 4.329 2.254 0.196  0.00
H: 2.947 -4.066 2.549  0.00
H: 1.875 -2.653 2.461  0.00
H: 4.614 -2.595 3.812  0.00
H: 3.101 -2.885 4.687  0.00
H: 3.359 -1.337 3.873  0.00
O: -1.384 2.185 -1.027  0.00
B: -0.500 1.749 -0.023  0.00
O: 0.258 2.881 0.405  0.00
C: -0.147 3.932 -0.361  0.00
C: 0.295 5.235 -0.345  0.00
C: -0.303 6.113 -1.252  0.00
C: -1.301 5.687 -2.122  0.00
C: -1.744 4.362 -2.123  0.00
C: -1.140 3.509 -1.229  0.00
H: 1.071 5.554 0.338  0.00
H: 0.020 7.146 -1.279  0.00
H: -1.738 6.392 -2.816  0.00
H: -2.513 4.011 -2.798  0.00
C: -4.652 2.327 -0.372  0.00
N: -4.905 1.031 0.227  0.00
C: -5.627 0.810 1.379  0.00
C: -5.606 -0.519 1.610  0.00
N: -4.879 -1.093 0.592  0.00
C: -4.553 -2.499 0.475  0.00
C: -4.450 -0.147 -0.280  0.00
Se: -3.514 -0.427 -1.827  0.00
H: -5.581 2.896 -0.419  0.00
H: -4.262 2.152 -1.372  0.00
H: -3.907 2.874 0.205  0.00
H: -6.071 1.613 1.937  0.00
H: -6.024 -1.101 2.410  0.00
H: -5.328 -3.078 0.975  0.00
H: -3.579 -2.690 0.926  0.00
H: -4.506 -2.752 -0.582  0.00

Computed relative energies in units of kcal/mol: *w* 0.0; *x* 20.7